Entry 1:
A structure of composition C12H30F2N3O8S2Sn at a distorted geometry, computed with ωB97M-V with the def2-TZVPD basis set.

XYZ file:
```
58
Properties=species:S:1:pos:R:3:mulliken_charge:R:1
Sn -0.25 0.78 -2.18 1.543
N -1.70 3.33 -2.03 -0.005
S -3.07 3.92 -1.71 0.812
O -3.67 4.83 -2.66 -0.558
O -3.48 3.94 -0.35 -0.539
F -3.91 2.61 -2.00 -0.348
S -0.99 4.83 -1.79 0.961
O -1.18 5.53 -0.55 -0.502
O -0.65 5.65 -2.96 -0.563
F 0.42 4.17 -1.59 -0.260
C 0.11 2.89 1.19 -1.296
O -0.71 2.00 0.49 0.378
C -1.82 1.67 1.32 -1.076
C -2.77 0.61 0.67 -0.978
N -1.94 -0.59 0.49 -0.056
C -2.75 -1.70 -0.03 -0.558
C -1.83 -2.92 -0.16 -0.319
O -1.64 -3.64 1.06 -0.346
C -2.67 -4.64 1.42 -0.744
H 0.34 2.56 2.21 0.425
H -0.49 3.80 1.25 0.483
H 1.06 3.09 0.70 0.302
H -2.35 2.60 1.53 0.529
H -1.41 1.27 2.25 0.596
H -3.06 0.98 -0.31 0.335
H -3.67 0.56 1.28 0.396
H -1.44 -0.71 1.35 0.204
H -2.98 -1.35 -1.03 0.378
H -3.65 -2.00 0.53 0.288
H -0.84 -2.64 -0.51 -0.024
H -2.21 -3.61 -0.92 0.480
H -2.52 -5.47 0.73 0.313
H -3.71 -4.33 1.32 0.292
H -2.51 -5.07 2.41 0.268
C 1.32 -2.59 -3.52 -0.944
O 1.52 -1.62 -2.50 -0.038
C 2.82 -1.67 -1.95 -0.762
C 2.75 -1.50 -0.35 -0.975
N 1.79 -0.45 -0.04 0.263
C 1.54 -0.51 1.38 0.149
C 2.43 0.41 2.25 -0.892
O 3.54 -0.41 2.63 -0.390
C 4.78 0.12 2.25 -0.769
H 0.41 -2.49 -4.11 0.318
H 1.20 -3.61 -3.16 0.325
H 2.17 -2.58 -4.20 0.335
H 3.50 -0.96 -2.42 0.409
H 3.41 -2.55 -2.20 0.506
H 3.67 -1.34 0.20 0.327
H 2.33 -2.45 -0.01 0.381
H 2.50 0.26 -0.19 0.359
H 1.51 -1.54 1.74 0.560
H 0.51 -0.18 1.48 -0.857
H 1.91 0.80 3.12 0.460
H 2.61 1.34 1.70 0.477
H 5.11 1.10 2.59 0.319
H 5.08 0.03 1.20 0.280
H 5.52 -0.55 2.68 0.348
```

Its net charge is +1. The calculation puts the LUMO energy at -6.88 eV. The calculation puts the energy relative to the best compared isomer or geometry (same formula, charge and spin) at 5.508 eV. The orbital gap comes out at 5.80 eV. The calculation puts the electronic energy at -66702.296 eV. As for the max |F|: 9.88 eV/Å.

***

Entry 2:
A structure of composition C12H13CoNP at a distorted geometry, computed with ωB97M-V with the def2-TZVPD basis set.

XYZ file:
```
28
Properties=species:S:1:pos:R:3:mulliken_spin:R:1
C 0.22 -0.63 -2.74 0.005
C -0.98 -1.26 -2.36 -0.001
C -0.68 -2.38 -1.52 0.004
C 0.74 -2.49 -1.40 -0.001
C 1.35 -1.42 -2.09 0.003
Co 1.05 1.93 0.92 1.970
P -0.52 3.26 0.17 0.015
H 0.36 0.25 -3.36 -0.002
H -1.98 -0.93 -2.65 0.000
H -1.41 -3.03 -1.05 0.000
H 2.40 -1.17 -2.14 -0.001
H 1.27 -3.27 -0.84 0.000
H -1.81 3.11 0.78 -0.008
H -0.87 3.21 -1.23 0.007
H -0.31 4.67 0.34 0.000
N 0.71 1.10 2.47 0.161
C 0.48 0.66 3.54 0.188
C 0.24 0.20 4.85 0.088
C -1.06 0.25 5.39 0.205
C -1.28 -0.16 6.70 -0.111
C -0.22 -0.64 7.48 0.305
C 1.08 -0.69 6.94 -0.107
C 1.31 -0.28 5.63 0.207
H -1.89 0.60 4.77 0.025
H -2.29 -0.10 7.13 -0.005
H -0.40 -0.98 8.50 0.032
H 1.91 -1.04 7.55 -0.005
H 2.31 -0.33 5.20 0.024
```

Its net charge is -1. The expectation value of S² is 3.785. The calculation puts the LUMO energy (spin up / spin down) at 2.03 / 1.89 eV. The orbital gap (spin up / spin down) comes out at 3.91 / 4.40 eV. The spin multiplicity is 4. The calculation puts the electronic energy at -61056.471 eV. As for the max |F|: 2.89 eV/Å.

***

Entry 3:
An isolated molecule of C5H11N3O, computed with ωB97M-V with the def2-TZVPD basis set.

XYZ file:
```
20
Properties=species:S:1:pos:R:3:mulliken_charge:R:1
C -0.83 1.15 -0.46 -0.169
C 1.39 -1.77 0.02 -1.775
C -0.92 -0.23 0.61 0.671
C 0.48 0.53 -0.72 0.256
N -0.22 0.16 1.85 -0.580
N -1.89 0.95 -1.41 -0.703
N 1.63 1.14 -0.59 -0.334
C 0.26 -0.88 -0.44 -0.046
O -2.04 -0.79 0.64 -0.862
H -0.75 2.15 -0.03 0.399
H -0.86 0.74 2.38 0.275
H -0.12 -0.69 2.40 0.266
H -2.57 0.33 -0.96 0.280
H -2.33 1.82 -1.67 0.232
H 2.48 0.63 -0.40 0.247
H 1.67 2.15 -0.49 0.234
H -0.39 -1.33 -1.19 0.381
H 0.98 -2.73 0.35 0.397
H 2.11 -1.99 -0.77 0.363
H 1.91 -1.32 0.87 0.468
```

Its net charge is 0. The calculation puts the LUMO energy at 0.44 eV. The calculation puts the energy relative to the best compared isomer or geometry (same formula, charge and spin) at 2.762 eV. The orbital gap comes out at 8.08 eV. The calculation puts the electronic energy at -11879.009 eV. As for the max |F|: 0.56 eV/Å.

***

Entry 4:
A cluster of 2 separate species, CH2ClN3O3 in total at a distorted geometry, computed with ωB97M-V with the def2-TZVPD basis set.

XYZ file:
```
10
Properties=species:S:1:pos:R:3:mulliken_charge:R:1
O 3.33 1.16 0.31 -0.602
N 2.18 1.06 -0.01 1.128
O 1.49 2.21 -0.21 -0.478
N 1.52 0.00 -0.20 -0.418
Cl 2.47 -1.48 -0.02 -0.073
H 0.47 2.18 -0.16 0.453
N -1.20 -1.31 0.15 -0.300
C -1.21 -0.14 0.27 0.529
O -1.23 1.01 0.06 -0.540
H -1.10 -2.31 0.41 0.302
```

Its net charge is 0. The calculation puts the LUMO energy at 0.30 eV. The calculation puts the energy relative to the best compared isomer or geometry (same formula, charge and spin) at 0.506 eV. The orbital gap comes out at 10.63 eV. Its SMILES is [O-]/[N+](O)=N\Cl.N=C=O. The calculation puts the electronic energy at -24199.545 eV. As for the max |F|: 2.47 eV/Å.

***

Entry 5:
A structure of composition C27H66N5O15Zn at a distorted geometry, computed with ωB97M-V with the def2-TZVPD basis set.

XYZ file:
```
114
Properties=species:S:1:pos:R:3:mulliken_charge:R:1
C 5.31 -0.53 -4.01 -1.509
C 4.09 0.43 -4.34 1.130
C 3.66 0.37 -5.84 -0.994
C 2.75 -0.85 -6.20 -0.791
C 1.54 -0.80 -5.19 -1.293
C 1.86 -0.96 -3.73 1.817
N 2.91 0.09 -3.41 0.809
O 3.14 0.16 -2.16 0.009
C 2.50 -2.40 -3.44 -1.641
C 0.57 -0.86 -2.85 -1.152
C 4.43 1.91 -4.06 -1.780
H 5.72 -0.23 -3.04 0.418
H 6.19 -0.41 -4.63 0.447
H 5.00 -1.57 -4.09 0.381
H 4.59 0.19 -6.39 0.350
H 3.27 1.30 -6.25 0.426
H 3.24 -1.81 -6.07 0.360
H 2.40 -0.73 -7.22 0.441
H 0.70 -1.41 -5.51 0.473
H 1.12 0.19 -5.39 0.429
H 3.05 -2.45 -2.51 0.410
H 3.08 -2.74 -4.30 0.379
H 1.77 -3.21 -3.41 0.336
H 0.17 0.15 -2.94 0.337
H 0.93 -0.89 -1.82 -0.145
H -0.13 -1.68 -3.03 0.071
H 4.48 2.15 -3.00 0.388
H 3.74 2.63 -4.51 0.404
H 5.44 2.09 -4.43 0.444
Zn -2.73 -2.64 1.97 0.705
O -2.55 -2.14 -0.04 -1.518
C -1.72 -1.02 0.04 1.304
C -1.71 -0.20 1.42 2.188
O -1.74 -0.95 2.63 -0.702
H -1.91 -0.35 -0.81 0.494
H -0.69 -1.20 -0.31 -0.609
H -2.46 0.58 1.52 -0.431
H -0.77 0.36 1.42 -0.968
C 0.97 -1.64 4.96 -0.183
C -0.24 -2.06 5.76 -0.057
O -0.27 -1.37 6.96 -0.617
O 0.69 -0.42 4.19 -0.575
H 1.24 -2.39 4.21 -0.081
H 1.82 -1.46 5.61 0.373
H -0.22 -3.14 5.93 0.359
H -1.17 -1.75 5.27 0.045
H -0.21 -0.42 6.82 0.367
H -0.12 -0.58 3.68 -0.011
C -0.93 3.84 -1.49 -0.670
C -0.21 2.65 -0.83 1.336
O 1.09 2.49 -1.42 -0.431
O -1.29 3.62 -2.84 -0.539
H -0.31 4.73 -1.37 0.371
H -1.87 4.10 -1.02 0.193
H -0.80 1.74 -1.00 -0.260
H -0.10 2.79 0.24 -0.523
H 1.01 2.49 -2.38 0.173
H -0.49 3.51 -3.36 0.350
C -4.41 1.18 4.07 -0.208
C -3.14 1.58 4.78 -0.045
O -2.21 0.56 5.14 -0.498
O -5.32 0.45 4.89 -0.557
H -4.21 0.60 3.16 -0.108
H -4.88 2.06 3.64 0.411
H -3.46 2.08 5.70 0.369
H -2.53 2.34 4.29 -0.062
H -2.05 -0.03 4.39 -0.006
H -5.13 -0.46 4.66 0.331
C -2.85 -2.77 -3.70 -0.220
C -2.17 -4.00 -3.10 -0.507
O -1.06 -3.79 -2.27 -0.483
O -3.71 -2.15 -2.75 -0.578
H -3.44 -3.09 -4.57 0.415
H -2.09 -2.07 -4.07 0.036
H -1.89 -4.68 -3.90 0.463
H -3.00 -4.48 -2.57 0.319
H -1.39 -3.22 -1.56 0.099
H -3.28 -2.15 -1.88 0.275
O -1.28 -3.98 1.73 -0.558
C -0.20 -4.35 2.20 0.758
N -0.13 -4.81 3.44 -0.311
C 1.06 -4.18 1.39 -0.837
H 0.63 -5.32 3.88 0.208
H -0.97 -4.88 3.99 0.229
H 1.35 -5.14 0.97 0.405
H 1.87 -3.86 2.04 0.372
H 0.93 -3.54 0.51 0.020
O 4.32 -0.50 0.96 -0.724
C 3.35 -0.23 1.67 0.211
N 3.24 -0.58 2.91 -0.268
C 2.16 0.46 1.01 0.757
H 4.03 -1.08 3.31 0.303
H 2.30 -0.56 3.29 0.364
H 2.46 1.47 0.71 0.462
H 1.39 0.69 1.76 -0.560
H 1.75 -0.17 0.23 -0.480
O -1.34 4.20 2.20 -0.569
C -0.20 4.16 2.69 0.309
N 0.51 5.25 2.91 -0.377
C 0.34 2.90 3.32 -0.346
H 0.22 6.00 2.30 0.272
H 1.03 5.37 3.76 0.237
H -0.41 2.12 3.16 -0.564
H 0.51 2.96 4.40 0.609
H 1.32 2.71 2.89 0.435
O -5.62 3.82 -0.89 -0.689
C -4.68 3.52 -0.18 0.153
N -4.18 4.47 0.62 -0.281
C -4.00 2.20 -0.24 0.361
H -3.29 4.44 1.10 0.261
H -4.57 5.38 0.41 0.222
H -4.57 1.47 0.33 0.425
H -2.99 2.36 0.15 -0.593
H -3.92 1.93 -1.29 0.301
```

Its net charge is +1. The calculation puts the LUMO energy at -6.33 eV. The calculation puts the energy relative to the best compared isomer or geometry (same formula, charge and spin) at 1.346 eV. The orbital gap comes out at 4.38 eV. The calculation puts the electronic energy at -115639.463 eV. As for the max |F|: 7.09 eV/Å.

***

Entry 6:
A structure of composition AlF30P5 at a distorted geometry, computed with ωB97M-V with the def2-TZVPD basis set.

XYZ file:
```
36
Properties=species:S:1:pos:R:3:mulliken_charge:R:1
Al -0.30 0.52 0.03 2.031
P -2.70 0.42 -3.00 1.321
F -1.32 1.31 -2.62 -0.381
F -3.40 1.71 -3.64 -0.355
F -2.08 -0.02 -4.48 -0.374
F -4.10 -0.36 -3.29 -0.370
F -2.03 -0.90 -2.38 -0.353
F -3.18 0.78 -1.46 -0.309
P 0.95 -2.89 -0.09 1.251
F 0.50 -1.80 -1.25 -0.335
F 2.51 -2.90 -0.49 -0.360
F 1.10 -1.67 1.00 -0.316
F 1.35 -4.00 1.08 -0.381
F -0.63 -2.85 0.30 -0.265
F 0.60 -4.06 -1.26 -0.398
P -3.07 -0.95 2.19 1.075
F -4.70 -0.86 2.13 -0.336
F -2.85 -2.56 2.37 -0.341
F -2.65 -1.11 0.61 -0.245
F -1.47 -0.76 2.28 -0.249
F -3.01 0.64 1.88 -0.316
F -3.06 -0.54 3.76 -0.365
P 3.17 1.18 -1.82 1.222
F 4.51 0.99 -0.84 -0.366
F 3.57 0.05 -2.83 -0.356
F 2.37 0.09 -0.89 -0.312
F 1.78 1.35 -2.76 -0.362
F 2.46 2.16 -0.75 -0.290
F 3.83 2.46 -2.67 -0.365
P 1.72 2.12 2.71 1.275
F 1.38 3.40 3.67 -0.358
F 0.98 2.79 1.43 -0.303
F 3.14 2.71 2.39 -0.348
F 2.16 0.90 1.64 -0.333
F 2.22 1.25 4.02 -0.383
F 0.24 1.38 3.04 -0.349
```

Its net charge is -2. The calculation puts the LUMO energy at -3.45 eV. The calculation puts the energy relative to the best compared isomer or geometry (same formula, charge and spin) at 2.569 eV. The orbital gap comes out at 4.52 eV. The calculation puts the electronic energy at -134590.924 eV. As for the max |F|: 3.85 eV/Å.

***

Entry 7:
A cluster of 13 separate species, H25O13 in total at a distorted geometry, computed with ωB97M-V with the def2-TZVPD basis set.

XYZ file:
```
38
Properties=species:S:1:pos:R:3:mulliken_charge:R:1
O -2.92 1.73 -0.73 -0.716
H -2.40 -1.56 0.38 0.344
H 2.44 -1.06 -2.96 0.362
O -0.56 -1.18 -2.83 -0.841
H -0.68 -0.14 -2.53 0.329
H -1.72 -2.86 0.14 0.326
O 3.15 -1.58 -2.55 -0.735
H 2.98 -1.21 -1.67 0.330
O 0.27 2.01 2.38 -0.690
H 0.61 2.25 1.50 0.394
H 0.74 2.54 3.02 0.256
O 1.86 -2.44 3.04 -0.663
H -1.03 0.23 0.78 0.097
H 1.89 -2.36 2.09 0.319
O 0.18 2.99 -0.87 -0.702
H 0.08 2.21 -1.49 0.281
H -0.39 3.65 -1.25 0.291
O 0.77 -2.40 -0.93 -0.609
H 1.37 -2.35 -1.69 0.352
H -2.15 1.69 -1.39 0.401
O -2.57 -2.51 0.44 -0.692
H 1.81 -1.51 3.34 0.340
H -0.35 0.31 -0.75 0.212
O -0.54 -0.17 0.06 -0.050
H -0.04 -2.05 -1.37 0.271
H -1.32 -1.77 -2.87 0.235
O -2.83 -0.12 2.57 -0.601
H -3.52 -0.78 2.44 0.300
H -2.32 -0.28 3.36 0.290
O 2.73 0.84 2.45 -0.679
H 2.03 1.33 2.93 0.330
H 2.37 0.57 1.61 0.356
O -0.98 1.17 -2.33 -0.943
H -1.00 1.50 -3.24 0.149
H -2.61 1.77 0.17 0.252
O 1.91 0.53 -0.42 -0.665
H 1.37 -0.29 -0.39 0.537
H 1.36 1.32 -0.42 0.234
```

Its net charge is -1. The calculation puts the LUMO energy at 2.63 eV. The calculation puts the energy relative to the best compared isomer or geometry (same formula, charge and spin) at 1.750 eV. The orbital gap comes out at 9.33 eV. The calculation puts the electronic energy at -27025.625 eV. As for the max |F|: 2.06 eV/Å.

***

Entry 8:
A cluster of 23 separate species, C12H74N2O25 in total at a distorted geometry, computed with ωB97M-V with the def2-TZVPD basis set.

XYZ file:
```
113
Properties=species:S:1:pos:R:3:mulliken_charge:R:1
C 19.42 5.04 37.89 -0.453
O 19.99 3.75 38.23 -0.242
C 19.86 3.47 39.59 -0.262
C 20.82 2.25 40.00 0.402
N 21.15 2.18 41.50 0.056
H 21.78 3.12 41.56 0.559
H 20.24 2.15 41.95 0.268
C 21.78 0.86 42.03 -0.973
C 20.94 -0.38 42.02 0.515
O 21.75 -1.43 42.61 0.017
C 21.33 -2.71 42.45 -1.077
H 19.85 5.82 38.48 0.257
H 18.42 4.80 38.21 0.106
H 19.50 5.29 36.79 0.236
H 18.72 3.28 39.90 0.260
H 20.33 4.24 40.20 0.366
H 21.88 2.52 39.44 0.134
H 20.50 1.27 39.61 -0.581
H 22.26 1.12 43.00 -0.116
H 22.64 0.96 41.42 0.582
H 20.64 -0.73 40.91 0.088
H 20.05 -0.17 42.54 0.070
H 21.61 -3.13 41.56 0.398
H 20.35 -2.85 42.89 0.533
H 22.08 -3.33 42.90 0.280
C 26.86 -2.22 45.09 -0.960
O 25.47 -2.14 44.82 -0.066
C 24.87 -1.95 46.02 -1.001
C 23.39 -2.02 45.93 -0.104
N 22.55 -1.68 47.06 -0.144
H 22.78 -2.37 47.79 0.443
H 22.85 -0.86 47.66 0.493
C 21.01 -1.55 46.88 -0.900
C 20.73 -0.16 46.21 0.286
O 19.27 -0.06 46.46 -0.424
C 18.62 0.92 45.53 -0.520
H 27.43 -1.46 45.28 0.413
H 27.24 -2.45 44.10 0.265
H 26.93 -3.14 45.75 0.359
H 25.12 -1.04 46.55 0.324
H 25.02 -2.65 46.78 0.753
H 22.90 -2.94 45.44 0.280
H 23.32 -1.27 45.08 -0.102
H 20.82 -1.54 47.90 0.519
H 20.75 -2.41 46.15 0.245
H 21.35 -0.14 45.17 -0.164
H 20.98 0.49 47.09 0.454
H 18.80 0.58 44.61 0.039
H 18.90 1.93 45.58 0.357
H 17.49 0.81 45.70 0.316
O 22.92 2.13 36.84 -0.710
H 22.02 1.75 36.74 0.305
H 23.50 1.70 36.15 0.343
O 21.03 -0.57 37.96 -0.707
H 21.34 -0.40 37.02 0.314
H 21.24 -1.58 38.09 0.328
O 21.64 7.79 38.58 -0.614
H 20.86 8.40 38.73 0.310
H 21.82 7.35 39.43 0.418
O 17.08 4.42 34.75 -0.559
H 17.14 5.20 35.26 0.328
H 17.55 4.69 34.07 0.292
O 23.54 3.71 41.11 -0.582
H 24.19 3.81 41.65 0.185
H 24.11 3.55 40.31 0.294
O 16.48 4.86 41.27 -0.654
H 17.25 5.43 41.62 0.309
H 16.43 3.94 41.19 0.260
O 18.02 -3.48 44.34 -0.552
H 17.93 -3.77 43.49 0.290
H 17.28 -2.94 44.62 0.301
O 23.57 0.15 38.51 -0.630
H 22.70 -0.22 38.72 0.330
H 23.40 0.80 37.94 0.400
O 25.32 0.12 43.65 -0.787
H 24.83 -0.62 43.30 0.125
H 24.66 0.53 44.25 0.362
O 18.40 -5.47 42.03 -0.608
H 18.09 -4.77 41.48 0.311
H 19.32 -5.51 42.28 0.289
O 16.18 6.54 38.89 -0.581
H 15.53 6.30 38.40 0.324
H 16.22 5.80 39.57 0.299
O 18.45 0.52 38.12 -0.493
H 17.78 -0.06 37.73 0.271
H 19.32 0.31 37.81 0.095
O 17.66 0.42 40.78 -0.598
H 16.92 -0.30 40.84 0.321
H 17.86 0.30 39.83 0.222
O 24.49 -1.53 42.26 -0.665
H 23.53 -1.47 42.56 0.461
H 24.95 -2.48 42.25 0.357
O 18.73 2.12 42.59 -0.553
H 18.19 1.64 42.03 0.215
H 18.26 2.97 42.66 0.287
O 21.64 6.20 35.59 -0.676
H 21.16 6.80 34.80 0.319
H 21.83 6.62 36.39 0.320
O 23.37 1.09 45.49 -0.571
H 23.80 1.24 46.32 0.287
H 22.64 1.63 45.38 0.210
O 18.70 -3.05 40.18 -0.560
H 19.51 -3.45 39.99 0.287
H 18.24 -2.81 39.41 0.252
O 17.22 6.80 36.27 -0.599
H 16.71 6.95 36.96 0.244
H 17.89 7.49 35.95 0.292
O 16.74 3.14 37.76 -0.618
H 17.33 2.29 37.81 0.310
H 17.18 3.72 37.03 0.324
O 22.36 6.25 40.49 -0.634
H 22.64 5.52 40.78 0.201
H 22.33 6.74 41.36 0.376
```

Its net charge is +2. The calculation puts the LUMO energy at -4.97 eV. The calculation puts the energy relative to the best compared isomer or geometry (same formula, charge and spin) at 0.928 eV. The orbital gap comes out at 8.84 eV. The calculation puts the electronic energy at -67785.468 eV. As for the max |F|: 10.61 eV/Å.